C49H37N5PRu as an isolated structure. Source: the Open Molecules 2025 dataset; level of theory: ωB97M-V/def2-TZVPD.

```
93
Properties=species:S:1:pos:R:3:forces:R:3:lowdin_charge:R:1
Ru 0.05746 -0.73444 -0.57322 0.018 0.083 0.143 1.245
C 4.34934 -1.12891 -1.32164 0.009 -0.009 -0.010 -0.043
C 2.95484 -1.22094 -1.47955 -0.019 0.000 -0.013 -0.108
N 2.11842 -0.89444 -0.52450 0.010 0.021 0.009 -0.035
C 2.60140 -0.44889 0.67688 0.003 -0.011 0.020 -0.156
C 3.97898 -0.29835 0.90541 -0.017 -0.018 -0.004 -0.172
C 4.85469 -0.66796 -0.14129 -0.002 0.005 0.008 -0.011
C 4.41911 0.25084 2.13273 0.019 0.001 -0.003 -0.053
C 3.49429 0.64586 3.05504 0.007 0.007 0.019 -0.072
C 2.11080 0.48074 2.84476 -0.029 -0.018 -0.021 -0.018
C 1.63727 -0.09362 1.68080 -0.009 0.022 -0.005 -0.197
N 0.32958 -0.31140 1.30729 0.009 0.031 0.019 -0.061
C -0.81140 -0.23674 2.07255 0.032 -0.001 -0.006 -0.233
C -0.92051 -0.22506 3.45056 0.016 -0.001 -0.031 -0.024
C -2.18229 -0.12635 4.06871 -0.004 -0.014 0.016 -0.081
C -3.33886 -0.03833 3.34759 -0.023 -0.006 0.008 -0.052
C -3.27937 -0.10572 1.93533 0.012 -0.010 -0.024 -0.163
C -4.42018 -0.07396 1.09974 0.008 -0.003 0.009 -0.008
C -4.27798 -0.19331 -0.25138 -0.009 0.011 -0.008 -0.043
C -2.99216 -0.37115 -0.79317 0.012 -0.006 -0.013 -0.104
N -1.91618 -0.40055 -0.04456 0.034 -0.029 0.001 -0.028
C -2.02908 -0.23599 1.31061 -0.015 -0.022 0.024 -0.166
H 4.99453 -1.41242 -2.14116 0.000 0.001 0.001 0.106
H 2.51284 -1.55679 -2.40855 -0.003 0.002 0.001 0.111
H 5.92361 -0.56787 0.00491 0.000 0.000 0.003 0.119
H 5.47935 0.37725 2.30948 0.002 -0.002 -0.001 0.111
H 3.82296 1.10213 3.98040 -0.006 0.001 0.001 0.107
H 1.42272 0.83999 3.59373 0.050 0.008 0.001 0.090
H -0.04022 -0.32055 4.06622 -0.044 -0.007 0.021 0.095
H -2.22569 -0.11499 5.15093 0.007 0.001 0.001 0.107
H -4.30059 0.05519 3.83541 0.000 0.003 -0.001 0.111
H -5.39979 0.04002 1.54825 0.001 0.001 0.005 0.120
H -5.13202 -0.17164 -0.91364 -0.001 -0.004 0.001 0.107
H -2.83857 -0.50473 -1.85614 0.003 -0.003 0.001 0.117
N 0.23342 1.10275 -1.33705 -0.009 -0.057 -0.081 -0.377
P 0.07892 2.56631 -0.90391 0.023 0.018 0.029 0.723
C -1.17619 2.96993 0.36234 -0.044 0.015 -0.045 -0.280
C -2.49789 3.18937 -0.02437 0.018 -0.008 0.014 -0.084
C -3.49038 3.37161 0.92715 0.007 0.007 0.011 -0.086
C -3.17184 3.33416 2.27849 -0.002 0.009 -0.012 -0.089
C -1.86215 3.10479 2.67399 -0.001 0.005 -0.004 -0.081
C -0.87130 2.91943 1.72068 0.004 -0.001 0.021 -0.097
C 1.60485 3.31327 -0.21571 0.004 -0.005 0.020 -0.270
C 1.64304 4.48143 0.54371 0.013 0.011 -0.011 -0.097
C 2.85078 4.97452 1.01450 0.002 0.001 0.004 -0.081
C 4.03363 4.30321 0.73260 0.001 -0.004 0.005 -0.086
C 4.00462 3.14020 -0.02231 -0.005 0.005 -0.009 -0.082
C 2.79546 2.65009 -0.49564 0.006 0.014 0.005 -0.082
C -0.34404 3.64675 -2.30773 -0.010 -0.030 -0.001 -0.289
C -0.46430 3.05561 -3.55978 0.005 0.006 -0.002 -0.086
C -0.77555 3.82944 -4.67028 -0.005 -0.002 0.000 -0.085
C -0.97041 5.19584 -4.53179 0.008 0.001 0.002 -0.093
C -0.85275 5.79131 -3.28177 -0.014 -0.006 -0.008 -0.085
C -0.54100 5.01845 -2.17442 0.007 0.011 0.021 -0.085
H -2.74949 3.22171 -1.07855 0.001 -0.001 -0.003 0.110
H -4.51228 3.54647 0.61400 -0.001 -0.002 0.001 0.104
H -3.94503 3.47657 3.02332 -0.001 0.000 -0.002 0.105
H -1.61358 3.05728 3.72663 0.003 0.003 0.000 0.107
H 0.14972 2.73180 2.03567 -0.014 -0.005 0.003 0.102
H 0.72510 5.00144 0.79065 0.005 0.004 -0.007 0.099
H 2.86884 5.87950 1.60875 0.001 0.001 -0.001 0.101
H 4.97513 4.68603 1.10613 0.001 0.000 -0.002 0.100
H 4.92393 2.61079 -0.24125 -0.001 0.001 0.001 0.101
H 2.75062 1.74268 -1.08742 0.001 0.011 -0.009 0.086
H -0.30739 1.98615 -3.63576 0.003 0.001 -0.005 0.084
H -0.86633 3.36489 -5.64409 -0.002 0.001 0.000 0.100
H -1.21353 5.79979 -5.39693 0.000 -0.001 0.000 0.100
H -1.00604 6.85731 -3.17149 0.000 0.000 0.001 0.101
H -0.45705 5.48891 -1.20176 0.002 -0.004 -0.002 0.100
N -0.21207 -2.52700 -1.04559 -0.133 -0.054 -0.136 -0.068
C -0.34176 -3.77635 -0.95228 0.086 0.028 0.048 -0.316
C -0.24449 -4.44047 0.38830 -0.057 -0.015 -0.012 -0.175
C -0.77700 -3.80590 1.50749 0.022 0.002 0.010 -0.030
C -0.64377 -4.36400 2.76859 0.010 0.010 -0.002 -0.077
C 0.03140 -5.56716 2.92845 -0.010 -0.009 0.001 -0.096
C 0.56104 -6.20990 1.81843 0.000 0.003 0.004 -0.085
C 0.41797 -5.65390 0.55511 0.023 0.003 0.007 -0.047
C -0.57124 -4.61727 -2.16844 0.018 -0.019 -0.009 -0.178
C -1.26609 -5.82184 -2.09870 -0.034 -0.008 -0.012 -0.045
C -1.51125 -6.56305 -3.24666 0.000 -0.005 0.002 -0.085
C -1.05501 -6.11560 -4.47718 0.008 0.003 0.000 -0.099
C -0.35708 -4.91647 -4.55485 -0.005 -0.009 -0.001 -0.087
C -0.12013 -4.17451 -3.41009 -0.007 0.015 -0.002 -0.043
H -1.29783 -2.86606 1.37825 -0.002 0.009 0.001 0.091
H -1.06701 -3.85596 3.62655 0.001 -0.003 0.000 0.100
H 0.14033 -6.00462 3.91269 0.001 0.003 0.001 0.098
H 1.09018 -7.14720 1.93620 0.001 0.001 -0.001 0.100
H 0.83341 -6.15996 -0.30799 0.009 0.007 0.015 0.115
H -1.62747 -6.17719 -1.14171 -0.006 0.006 -0.019 0.113
H -2.06145 -7.49295 -3.17741 0.000 0.000 -0.001 0.100
H -1.24031 -6.69710 -5.37118 -0.002 0.001 -0.001 0.098
H 0.00376 -4.56088 -5.51186 0.000 0.000 0.000 0.099
H 0.40907 -3.23134 -3.46130 0.000 -0.001 0.001 0.095
```
Positions in Å, forces in eV/Å.

Output
Lowest unoccupied orbital energy (spin up / spin down)   -0.00275 / -0.00351 hartree
E_tot   -2599.5289 a.u.
Relative energy (zero: lowest compared OMol25 entry of this formula, charge and spin)   0.0000 eV
Multiplicity   2
Net charge   0
HOMO energy (spin up / spin down)   -0.23464 / -0.24485 Ha
<S²>   0.758